## P
10
Properties=species:S:1:pos:R:3:lowdin_charge:R:1 method="wB97M-V/def2-TZVPD" gap_ha=0.3034 charge=0
C -0.394 -0.998 -0.552 -0.160
C 0.538 -0.191 -1.002 -0.162
C -0.787 0.552 1.244 -0.170
N -1.069 -0.541 0.635 -0.106
O 0.301 2.564 -0.341 -0.394
S 2.041 0.974 1.464 0.249
S 0.522 1.257 0.174 0.352
H -0.725 -2.038 -0.963 0.161
H 1.309 -0.376 -1.707 0.085
H -1.736 -1.202 1.047 0.146

## Q
10
Properties=species:S:1:pos:R:3:lowdin_charge:R:1 method="wB97M-V/def2-TZVPD" gap_ha=0.3184 smiles="S=c1ccon1S" charge=0
S -1.478 2.028 -0.459 0.600
C -0.646 0.686 0.011 -0.877
C -0.330 0.181 1.330 -0.062
C 0.429 -0.919 1.160 -0.080
O 0.656 -1.196 -0.149 -0.051
N -0.042 -0.211 -0.852 -0.535
S 0.091 -0.244 -2.516 0.870
H -0.654 0.629 2.254 0.113
H 0.904 -1.607 1.863 0.140
H 1.069 0.654 -2.641 -0.118

Tell me which of them is the most stable. Sure, it is Q.

## P
10
Properties=species:S:1:pos:R:3:lowdin_charge:R:1 method="wB97M-V/def2-TZVPD" gap_ha=0.3920 smiles="C=CBr.P" charge=0
C 1.161 0.562 1.202 -0.172
C 1.042 1.752 1.726 -0.673
Br -0.674 2.561 1.980 0.608
H 2.166 0.017 1.295 0.087
H 0.278 -0.087 1.146 0.025
H 1.830 2.363 2.260 0.065
P 0.583 -2.447 -0.759 0.590
H -0.689 -2.762 -0.077 -0.146
H 1.035 -3.574 -0.109 -0.221
H 0.200 -3.451 -1.751 -0.163

## Q
10
Properties=species:S:1:pos:R:3:lowdin_charge:R:1 method="wB97M-V/def2-TZVPD" gap_ha=0.3750 smiles="C=P.CBr" charge=0
C 1.844 0.246 0.949 -0.462
P 2.929 -0.476 -0.071 0.732
H 2.133 0.997 1.574 -0.075
H 0.732 -0.045 0.979 -0.001
H 2.083 -1.346 -0.729 -0.187
C -1.770 0.156 -0.583 -0.543
Br -3.706 -0.261 -0.473 0.485
H -1.198 -0.680 -0.957 -0.003
H -1.460 0.339 0.517 0.022
H -1.587 1.070 -1.206 0.032

Tell me which of them is the most stable. Sure, it is Q.

## P
16
Properties=species:S:1:pos:R:3:lowdin_charge:R:1 method="wB97M-V/def2-TZVPD" gap_ha=0.4401 charge=+1
C 0.235 1.377 0.285 0.025
N -0.425 0.289 -0.537 0.079
C -0.223 -0.946 -0.248 -0.268
N 0.503 -1.241 0.808 0.265
C -0.725 -2.079 -1.203 -0.130
C 0.233 -3.250 -1.112 -0.147
N 0.956 -4.084 -0.997 0.228
C -2.047 -2.425 -0.792 -0.197
N -3.082 -2.694 -0.482 0.246
H -0.376 1.395 1.232 0.122
H 0.269 2.343 -0.343 0.135
H 1.288 0.927 0.352 0.122
H -1.138 0.510 -1.170 0.153
H 1.053 -2.025 0.925 0.115
H 0.727 -0.667 1.548 0.108
H -0.881 -1.859 -2.209 0.145

## Q
16
Properties=species:S:1:pos:R:3:lowdin_charge:R:1 method="wB97M-V/def2-TZVPD" gap_ha=0.3262 charge=+1
C 1.595 -1.364 0.433 0.007
C 1.253 -0.179 1.075 0.090
C 0.733 -1.794 -0.544 0.001
C 0.097 0.565 0.599 -0.330
C -2.882 0.272 -1.996 -0.078
N -0.238 -0.962 -0.940 0.056
N -2.716 -0.513 -2.772 0.091
N -0.674 0.168 -0.402 0.127
N -0.199 1.732 1.151 0.206
H 2.502 -1.851 0.464 0.109
H 1.886 0.247 1.945 0.167
H 0.884 -2.728 -1.010 0.138
H -3.213 0.919 -1.253 0.056
H -0.960 -1.148 -1.751 0.168
H 0.375 2.082 1.826 0.090
H -0.735 2.271 0.556 0.103

Tell me which of them is the most stable. Sure, it is Q.